# 1
ORCA calculation (ωB97M-V/def2-TZVPD) on a molecular structure, C39H49BMoN9O5PS3Se at a distorted geometry.

calculated total energy	-6415.1651	a.u.
frontier orbital gap (spin up / spin down)	6.46 / 6.80	eV
HOMO energy (spin up / spin down)	-4.43 / -4.77	eV

```
! RIJCOSX wB97M-V def2-TZVPD def2/J DEFGRID3
* xyz -1 4
Mo 0.697 1.649 0.318
C 6.632 4.586 0.469
C 5.221 4.655 -0.085
O 4.392 3.715 0.598
P 3.229 4.169 1.623
S 2.386 2.360 2.032
S 2.306 5.786 1.085
O 4.065 4.558 2.960
C 4.787 3.604 3.746
C 4.057 3.282 5.036
H 7.303 5.207 -0.129
H 6.993 3.556 0.441
H 6.653 4.934 1.503
H 5.198 4.377 -1.140
H 4.806 5.659 0.014
H 5.745 4.079 3.972
H 4.977 2.699 3.165
H 3.870 4.197 5.601
H 4.662 2.603 5.643
H 3.102 2.807 4.820
C -5.316 -5.785 1.385
O -4.215 -4.925 1.187
C -3.294 -5.289 0.247
C -3.331 -6.469 -0.469
C -2.347 -6.738 -1.420
C -1.355 -5.807 -1.657
C -1.323 -4.610 -0.944
C -2.273 -4.340 0.034
N -2.318 -3.186 0.807
C -1.519 -2.035 0.638
N -0.191 -2.356 0.700
C 1.127 -1.769 0.622
C 1.584 -0.427 0.373
C 3.001 -0.338 0.339
C 3.886 -1.365 0.567
C 3.413 -2.634 0.834
C 2.055 -2.825 0.846
O 1.508 -4.069 1.137
C 2.169 -5.197 0.604
N -2.033 -0.881 0.570
C -3.434 -0.766 0.455
C -4.098 0.018 1.392
C -5.465 0.255 1.312
C -6.194 -0.284 0.273
C -5.560 -1.066 -0.687
C -4.199 -1.320 -0.603
O -3.537 -2.072 -1.515
C -4.297 -2.562 -2.599
H -5.939 -5.313 2.139
H -4.997 -6.767 1.744
H -5.893 -5.910 0.464
H -4.121 -7.188 -0.303
H -2.373 -7.671 -1.969
H -0.597 -6.001 -2.405
H -0.569 -3.869 -1.173
H -3.230 -2.992 1.192
H -0.081 -3.325 0.956
H 3.438 0.625 0.127
H 4.953 -1.179 0.544
H 4.095 -3.451 1.031
H 1.588 -6.067 0.904
H 3.185 -5.303 0.988
H 2.208 -5.150 -0.489
H -3.513 0.460 2.190
H -5.949 0.866 2.064
H -7.257 -0.098 0.185
H -6.140 -1.455 -1.512
H -3.615 -3.147 -3.209
H -4.712 -1.750 -3.196
H -5.108 -3.215 -2.255
B -1.049 3.780 2.715
N -0.857 2.260 3.032
C -1.035 1.778 4.265
C -0.578 0.473 4.305
C -0.129 0.232 3.013
N -0.309 1.314 2.245
N -1.157 4.047 1.194
C -1.853 5.065 0.679
C -1.378 5.340 -0.590
C -0.355 4.416 -0.778
N -0.231 3.633 0.296
H -2.087 4.137 3.230
H -0.090 4.370 3.148
H -1.464 2.401 5.033
H -0.571 -0.204 5.142
H 0.313 -0.663 2.619
H -2.631 5.536 1.258
H -1.710 6.103 -1.273
H 0.308 4.289 -1.615
N 0.205 -0.722 -2.399
C -0.570 0.269 -2.831
N -1.040 0.170 -4.103
S -0.990 1.595 -1.896
H 0.534 -1.427 -3.036
H 0.689 -0.590 -1.516
H -0.458 -0.335 -4.757
H -1.393 1.041 -4.465
Se 2.402 2.327 -1.630
C 1.940 1.909 -3.446
C 2.451 0.756 -4.048
C 2.227 0.486 -5.393
C 1.491 1.370 -6.173
C 0.992 2.530 -5.592
C 1.215 2.795 -4.246
H 3.036 0.075 -3.440
H 2.645 -0.410 -5.839
H 1.325 1.167 -7.225
H 0.432 3.240 -6.190
H 0.831 3.707 -3.808
*
```

***

# 2
ORCA calculation (ωB97M-V/def2-TZVPD) on a single C4H9NO2 molecule at a distorted geometry.

SMILES	C[C@H](O)CC(N)=O
calculated total energy	-363.0589	a.u.
frontier orbital gap	10.37	eV
HOMO energy	-9.69	eV
energy relative to the best compared isomer or geometry (same formula, charge and spin)	16.7	kcal per mole

```
! RIJCOSX wB97M-V def2-TZVPD def2/J DEFGRID3
* xyz 0 1
C 1.337 1.056 1.303
C 0.570 0.024 0.497
O 1.363 -0.297 -0.700
C -0.827 0.430 0.014
C -1.715 -0.445 -0.817
N -1.065 -1.443 -1.509
O -2.919 -0.330 -0.754
H 1.631 1.845 0.615
H 2.221 0.501 1.629
H 0.744 1.439 2.130
H 0.342 -0.922 1.001
H 2.200 -0.559 -0.316
H -0.809 1.448 -0.397
H -1.354 0.629 0.959
H -0.056 -1.393 -1.536
H -1.665 -1.982 -2.119
*
```

***

# 3
ORCA calculation (ωB97M-V/def2-TZVPD) on 2 unconnected molecules or ions with the total composition C6H15FN3S at a distorted geometry.

calculated total energy	-899.5833	a.u.
frontier orbital gap (spin up / spin down)	7.28 / 7.28	eV
HOMO energy (spin up / spin down)	-13.54 / -13.54	eV
energy relative to the best compared isomer or geometry (same formula, charge and spin)	25.5	kcal per mole

```
! RIJCOSX wB97M-V def2-TZVPD def2/J DEFGRID3
* xyz 1 1
C 2.207 2.001 -0.436
C 0.192 -3.460 0.699
C 0.243 -1.861 0.657
C -1.212 -1.412 0.776
C -1.548 0.095 0.658
C -1.141 0.545 -0.746
N 2.983 1.479 -1.384
N 0.884 1.528 -0.165
N 0.393 0.666 -0.934
F -1.984 3.806 -0.602
S 2.644 3.240 0.428
H 1.136 -3.804 0.900
H -0.249 -3.784 -0.164
H -0.417 -3.658 1.557
H 0.761 -1.372 1.491
H 0.653 -1.571 -0.304
H -1.601 -1.837 -0.132
H -1.700 -1.936 1.522
H -1.001 0.814 1.267
H -2.634 0.296 0.709
H -1.519 -0.101 -1.502
H -1.539 1.495 -0.892
H 2.711 0.710 -1.872
H 3.930 1.819 -1.613
H 0.608 2.024 0.660
H -2.797 4.280 -0.578
*
```

***

# 4
ORCA calculation (ωB97M-V/def2-TZVPD) on 2 unconnected molecules or ions with the total composition C4H11BrNP at a distorted geometry.

calculated total energy	-3128.9854	a.u.
frontier orbital gap (spin up / spin down)	6.68 / 8.47	eV
HOMO energy (spin up / spin down)	-8.16 / -8.20	eV
energy relative to the best compared isomer or geometry (same formula, charge and spin)	68.3	kcal per mole

```
! RIJCOSX wB97M-V def2-TZVPD def2/J DEFGRID3
* xyz 0 1
C 0.494 3.193 -0.319
C -2.116 -1.778 1.208
C 1.642 -2.009 -0.903
C 0.642 1.966 0.511
N -0.900 -1.866 0.404
P 0.030 -0.969 -0.374
Br -0.626 -0.638 -2.638
H 1.175 3.903 0.197
H 0.682 3.269 -1.319
H -0.559 3.622 -0.203
H -2.462 -0.719 1.302
H -2.045 -2.127 2.299
H -3.034 -2.344 0.723
H 1.329 -3.114 -0.754
H 1.950 -1.596 -1.847
H 2.488 -1.861 -0.203
H -0.291 1.646 1.129
H 1.599 1.422 0.789
*
```

***

# 5
ORCA calculation (ωB97M-V/def2-TZVPD) on 5 unconnected molecules or ions with the total composition C27H61FNO5 at a distorted geometry.

calculated total energy	-1595.5282	a.u.
frontier orbital gap	6.61	eV
HOMO energy	-11.18	eV

```
! RIJCOSX wB97M-V def2-TZVPD def2/J DEFGRID3
* xyz 1 1
C 0.208 6.066 -1.140
C 0.637 4.515 -0.778
C -0.236 3.829 0.427
F 0.787 2.986 1.110
C -0.773 4.764 1.682
N -1.492 3.735 2.556
C -2.063 2.793 1.702
C -1.680 3.112 0.105
C -1.724 1.793 -0.891
C -1.412 0.461 0.055
C -1.134 -0.895 -0.878
C -0.244 -1.916 0.090
C -1.046 -3.281 0.516
C -1.171 -3.306 2.153
C 0.262 -3.603 2.933
C 0.338 -2.500 4.169
C 1.523 -2.806 5.263
C 2.985 -3.191 4.577
C 3.542 -1.958 3.598
C 4.078 -2.519 2.143
O 4.639 -1.462 1.265
C 3.992 -1.573 -0.057
H 1.203 6.584 -1.547
H -0.636 6.049 -1.964
H -0.121 6.706 -0.212
H 0.703 3.854 -1.766
H 1.764 4.580 -0.387
H -1.490 5.660 1.359
H 0.098 5.307 2.245
H -1.567 3.777 3.600
H -2.687 1.903 2.152
H -2.439 3.962 -0.138
H -0.926 1.904 -1.770
H -2.768 1.673 -1.441
H -2.325 0.172 0.752
H -0.452 0.740 0.693
H -2.131 -1.442 -1.158
H -0.573 -0.604 -1.875
H 0.068 -1.367 1.098
H 0.766 -2.122 -0.489
H -0.372 -4.195 0.167
H -2.136 -3.368 0.042
H -1.977 -4.081 2.538
H -1.569 -2.238 2.498
H 0.184 -4.672 3.442
H 1.198 -3.539 2.223
H 0.520 -1.433 3.689
H -0.720 -2.541 4.705
H 1.211 -3.733 5.936
H 1.663 -1.901 6.026
H 2.815 -4.176 3.932
H 3.763 -3.486 5.410
H 2.693 -1.146 3.395
H 4.409 -1.378 4.165
H 3.265 -3.156 1.563
H 4.966 -3.272 2.373
H 2.831 -1.538 0.104
H 4.279 -0.665 -0.769
H 4.271 -2.597 -0.551
C 3.400 -4.561 -3.150
C 2.383 -5.156 -2.197
O 1.542 -4.133 -1.684
H 4.009 -3.807 -2.640
H 4.059 -5.336 -3.551
H 2.900 -4.057 -3.984
H 2.886 -5.640 -1.354
H 1.761 -5.902 -2.702
H 1.094 -3.716 -2.440
C -3.650 4.644 -4.915
C -3.068 3.795 -3.804
O -3.735 4.073 -2.581
H -3.550 5.709 -4.678
H -3.143 4.445 -5.863
H -4.719 4.444 -5.037
H -2.005 4.015 -3.670
H -3.175 2.729 -4.027
H -4.677 3.867 -2.707
C -2.316 9.397 -1.267
C -3.242 8.896 -2.355
O -2.892 7.568 -2.717
H -1.275 9.372 -1.605
H -2.570 10.422 -0.980
H -2.378 8.757 -0.380
H -3.161 9.525 -3.247
H -4.284 8.906 -2.020
H -2.976 7.016 -1.920
C 0.573 -8.506 0.524
C 0.723 -8.512 -0.983
O -0.174 -7.576 -1.563
H -0.453 -8.757 0.810
H 1.255 -9.226 0.986
H 0.783 -7.511 0.930
H 0.491 -9.502 -1.387
H 1.743 -8.249 -1.277
H 0.046 -6.699 -1.204
*
```